A molecular structure, C28H35F3IrN4O3P2S at a distorted geometry. Source: the Open Molecules 2025 dataset; level of theory: wB97M-V/def2-TZVPD.

```
77
Properties=species:S:1:pos:R:3:forces:R:3:mulliken_charge:R:1
H 0.82147 3.74943 -3.45310 0.063 -0.390 0.388 0.500
O -3.09651 0.33698 3.33809 1.002 0.047 -0.292 -0.550
H 2.05311 2.56976 -1.57727 -0.682 -0.858 0.291 0.287
N -2.72633 -1.67901 1.21874 0.480 -0.182 -0.620 0.544
H 2.38358 0.31204 -2.25957 -0.448 0.461 0.178 0.877
C 0.31135 3.09047 -2.72428 0.026 -0.050 0.288 -0.805
H 1.05554 2.19487 2.53104 -0.235 -0.308 -0.483 0.544
H 6.17081 1.07165 -1.37450 -0.402 -0.191 0.238 0.465
C 3.32557 -1.53187 2.28136 0.272 -0.559 0.179 -0.457
H -0.69020 -2.89538 0.13196 0.212 -0.009 -0.381 0.680
H 2.38962 2.24686 0.41895 0.467 -0.206 -0.083 0.648
C -1.17517 -0.04469 -2.78931 -0.429 -3.265 -2.876 0.410
H -0.03952 3.76442 -1.92294 -0.036 -0.297 -0.267 0.349
O -1.23203 1.55717 2.29508 0.353 -0.500 -0.212 -0.797
H -4.12057 3.78005 -0.44682 -0.189 -0.111 0.077 0.545
C 1.35401 1.18262 2.20768 1.241 0.549 1.043 -1.963
C 5.17249 1.03959 -0.93688 -0.547 -0.991 -0.007 -0.895
H 3.20017 -0.55379 2.73787 0.249 -0.505 -0.070 0.371
H -1.99695 2.39827 0.48920 -0.686 0.022 0.110 0.517
H -3.00263 -4.29080 3.23991 -0.148 0.145 -0.024 0.488
H -0.72422 -0.55603 -4.84283 -0.417 -0.096 0.227 0.437
P -1.66391 -0.65160 0.08850 -1.868 -0.265 0.247 0.057
C -4.11004 -1.78976 1.34781 1.752 0.441 -0.240 -0.505
H -5.89105 1.86574 -1.39793 0.139 0.083 0.097 0.472
H 1.34111 -2.66701 -1.18717 -0.122 0.019 -0.210 1.142
C 4.13692 -2.61091 2.59509 -0.734 0.968 -0.379 -0.662
H 4.77658 3.20173 -0.32280 -0.047 -0.565 -0.168 0.507
O -0.83033 -0.69313 3.20521 -0.561 0.752 -0.202 -0.530
C -0.67611 -2.09036 -0.61250 0.191 -0.631 0.587 -1.779
H -0.64954 2.06842 -4.41692 -0.058 0.081 0.473 0.354
C -0.25639 -0.58539 -3.84825 0.131 0.209 -0.082 -1.050
S -1.66241 0.51191 3.27754 -0.592 -0.690 1.418 0.950
C 2.89758 -3.16790 0.78375 0.297 -0.618 0.165 -0.572
H 4.52517 -1.12283 -1.04741 0.136 0.083 0.120 0.524
C -1.23117 1.24361 -2.48445 -0.715 3.784 0.314 -0.509
H 0.77763 -1.18460 -1.94495 0.163 -0.278 0.248 -1.278
C 1.24185 2.05977 -2.12143 0.833 2.055 -1.284 -0.880
H 2.44965 1.24454 2.07720 -0.717 -0.304 -0.256 0.725
C 1.49934 0.83943 -2.63419 1.218 -0.249 -0.894 0.682
N 2.53259 -1.87428 1.16998 -1.007 1.484 -0.431 0.854
C -4.41504 -2.86667 2.19005 2.061 -1.429 0.979 -0.700
H -4.78062 -1.11761 0.84479 0.022 0.090 0.113 0.726
C 4.36643 -0.08771 -0.77989 0.629 0.725 -0.126 -0.457
H 1.19531 0.53057 3.08598 -0.436 -0.003 -0.892 0.445
H 1.84780 -0.48844 -4.25966 -0.204 0.319 0.189 0.401
F -1.43359 0.28423 5.93284 0.063 0.683 -1.202 -0.195
H 4.86333 -2.64768 3.40037 -0.259 0.040 -0.169 0.463
C -4.30596 0.47579 -0.79143 0.410 0.744 0.129 -0.410
C 0.78918 -1.74467 -1.01251 -0.101 -0.720 -0.867 0.091
H -1.70204 3.10156 -3.45392 -0.082 -0.410 0.194 0.427
N -3.09984 0.64183 -0.12515 -0.154 -0.143 0.453 0.622
C 4.45441 2.16174 -0.42591 -1.240 -0.399 0.465 -0.726
H -1.25759 -2.44218 -1.47459 0.508 -0.216 0.020 0.694
H -4.67505 -0.50511 -1.04799 0.013 0.083 -0.153 0.772
C -4.02696 2.70452 -0.43890 0.909 -0.882 0.310 -0.843
C 3.86136 -3.64384 1.64575 -0.677 0.645 -0.587 -0.655
H -0.05200 -1.65092 -3.67378 -0.207 0.226 -0.033 0.404
C 3.22142 1.69109 0.00119 1.088 0.340 -0.246 -1.066
Ir 0.06097 0.79920 0.49133 0.704 1.305 3.565 2.005
H -1.09637 -2.76671 2.11846 0.187 -0.028 0.080 0.598
P 1.67784 -0.68812 0.14758 2.835 0.020 1.874 -0.287
F -1.90978 2.31193 5.24833 0.456 -0.921 -0.429 -0.197
N 3.16982 0.29837 -0.17205 -1.489 -0.269 -0.337 0.860
H 0.98831 0.94233 -4.76464 0.068 -0.020 0.434 0.392
C -2.15787 -2.67714 2.01471 -0.834 1.219 -0.905 -0.088
C -0.87300 2.38340 -3.38663 -0.054 -0.150 -0.605 -1.314
C -3.17207 -3.43797 2.59658 -2.323 0.351 -0.086 -0.931
H 2.44278 -3.64201 -0.07396 0.174 -0.067 0.264 0.444
H -5.40575 -3.19503 2.44540 -0.085 -0.008 0.101 0.513
F 0.11100 1.51744 5.00402 -0.767 -0.239 -0.199 -0.203
H -1.99180 -0.73448 -2.53639 0.439 0.445 0.510 1.228
H -1.67538 1.61593 -1.56735 -0.334 -0.363 -0.250 0.180
C -2.93179 2.01229 0.07951 -0.362 0.172 -0.560 -0.610
C -1.20415 1.20074 4.96660 0.103 0.562 0.960 0.545
C 1.06107 0.21545 -3.94360 -0.093 -0.320 -0.112 -1.148
H 4.32979 -4.61400 1.57807 -0.060 0.072 0.032 0.484
C -4.91523 1.72180 -0.95267 0.510 -0.519 -0.141 -1.165
```
Positions in Å, forces in eV/Å.

For the energy above the lowest of the compared OMol25 structures with the same formula, charge and spin, the calculation gives 54.7 kcal/mol. The calculation puts the LUMO energy (alpha / beta) at -6.694 / -10.050 eV. The expectation value of S² is 8.781. As for the charge: +2. The largest force on an atom is 0.085 hartree/bohr. The molar mass is 818.839 u. As for the HOMO energy (alpha / beta): -12.574 / -13.566 eV. Its spin multiplicity is 6.